Record 1
43
Properties=species:S:1:pos:R:3:forces:R:3 method="wB97M-V/def2-TZVPD" orbital_gap_ha="0.1387 / 0.1386" homo_ev="-10.47 / -10.47" total_charge=+1
Au -0.4166 -0.1278 1.0753 -1.0858 -0.0401 -0.2241
S -2.5751 -3.5963 -1.4713 0.1816 0.6998 0.5301
O 2.1073 -0.9079 -0.5614 -1.3609 -0.7215 0.6484
O -1.5605 2.0272 0.5364 -0.3616 -1.8293 0.4107
O 2.2987 1.1285 0.4123 -1.6052 -0.1377 1.1576
N -0.7212 0.6378 3.3477 0.3306 -0.3279 -0.7249
N 1.9484 4.9637 0.1947 0.2658 0.2249 0.1267
N 0.6993 1.5084 -2.3046 0.1428 -1.0694 -0.3633
N -2.8319 -1.7352 0.2468 -1.0740 0.6056 0.8460
N -1.4514 4.2659 0.8044 -0.4557 -0.0548 0.4986
N 0.0335 -2.8439 -1.4176 0.0556 -0.0691 -0.0552
N -1.5414 -1.7350 -0.0802 1.8574 0.4225 -0.0597
C 5.4586 -0.0860 -1.8602 0.0413 0.1626 0.0923
C 3.3171 -0.3685 -0.9197 1.1026 1.3232 0.2286
C -5.2873 -3.2241 1.3065 -0.0069 -0.0244 -0.1572
C -1.2002 -2.6383 -0.9698 -0.2619 -0.5558 -0.3560
C -4.9907 -2.8288 -0.1426 -0.2949 -0.0082 0.2328
C 0.2507 3.1949 -0.4609 -1.3600 -0.3939 0.1762
C 5.5553 1.1795 -1.2820 0.0495 -0.2605 -0.1096
C 3.4252 0.8966 -0.3235 0.7907 -1.0101 -0.9365
C 4.5375 1.6971 -0.4968 -0.4845 -0.0202 0.2401
C -3.5389 -2.6115 -0.3537 0.5106 -0.3487 -0.5495
C 4.3400 -0.8909 -1.6855 -0.4237 -0.0358 0.1042
C 1.1945 4.1545 -0.1298 0.3639 0.5218 0.0179
C -0.9988 3.0963 0.3251 1.8546 1.8812 -1.0723
C 0.5041 2.2731 -1.4631 -0.2672 0.4634 0.7361
B 1.4918 0.0239 0.2556 1.2709 0.6004 -1.1854
H 0.7846 -2.2260 -1.1392 0.0900 0.0044 -0.1260
H 0.1980 -3.5145 -2.1487 0.0544 0.0866 0.0455
H -0.3474 -0.0286 4.0122 0.0104 -0.0163 0.0780
H -6.3469 -3.4360 1.4170 -0.0740 0.0211 0.0696
H 6.4519 1.7620 -1.4363 -0.0056 0.0414 -0.0320
H -5.0130 -2.4146 1.9769 -0.0051 0.0269 0.0854
H -0.3159 1.5448 3.5446 0.0350 0.0748 -0.0880
H -5.5159 -1.8970 -0.3684 0.0287 -0.1130 -0.1565
H -4.7311 -4.1142 1.5884 0.0494 -0.0963 0.0504
H -5.3427 -3.6033 -0.8250 -0.0396 0.1000 -0.0340
H -2.3110 4.2872 1.3308 0.1234 -0.0259 0.0136
H -1.7236 0.6996 3.4840 -0.0805 0.0502 0.0027
H 6.2802 -0.4544 -2.4556 0.0306 -0.0348 -0.0383
H -0.9886 5.1388 0.6073 0.0061 -0.1176 -0.1059
H 4.5965 2.6727 -0.0420 0.0177 0.1102 0.0520
H 4.2753 -1.8715 -2.1276 -0.0161 -0.1096 -0.0690

=====

Record 2
41
Properties=species:S:1:pos:R:3:forces:R:3 method="wB97M-V/def2-TZVPD" orbital_gap_ha=0.2157 homo_ev=-15.05 total_charge=+2
Pd -0.0487 -0.0358 0.2427 0.1508 0.1873 0.2556
Br -3.2243 1.6819 3.8836 -0.0461 0.0537 -0.0417
Br -0.1197 -2.0604 6.9056 -0.0571 0.0450 0.0331
Br 1.6722 -2.7881 4.2115 0.0603 -0.0430 -0.0349
Br -2.5397 0.1488 6.7438 0.0479 -0.0504 0.0390
O -1.2868 -1.4953 -1.1686 -0.2494 -0.2636 0.1181
O -0.8740 1.2252 -1.4463 0.1244 -0.3492 0.5101
O -1.2802 0.6622 1.7979 0.2564 -0.0287 -0.9738
O 1.5646 1.6974 -0.2283 0.1355 0.1694 0.2843
O 0.6408 -1.0893 1.9267 0.0197 0.1835 -0.9866
O 1.3997 -0.8504 -1.2935 -0.3945 0.1257 0.4763
C -0.3947 -2.3903 -1.8120 -0.0027 -0.0519 -0.0152
C -2.2092 -0.7349 -1.9314 -0.0499 -0.0087 -0.0185
C 0.2900 -1.5459 4.2113 0.1207 -0.0282 -0.0741
C -0.4589 -1.2284 5.3010 -0.0422 0.0303 -0.0480
C -1.5940 0.5294 -2.4906 -0.0470 -0.0224 -0.0528
C -1.8684 0.4244 4.0669 -0.0319 0.1117 -0.0882
C 0.0158 -0.8850 2.9709 -0.0311 -0.1228 0.4098
C -1.0974 0.1307 2.8963 -0.1530 -0.0162 0.4041
C 0.9176 2.7612 -0.9034 -0.0207 0.0570 -0.0099
C 2.4082 0.0481 -1.8119 0.0591 0.0558 -0.0130
C -1.5663 -0.2175 5.2269 0.0380 -0.0425 -0.0416
C 0.8476 -1.6977 -2.3281 -0.0151 -0.0520 -0.0509
C -0.0314 2.2743 -1.9775 0.0518 0.0627 -0.0129
C 2.7285 1.1078 -0.7794 0.0591 -0.0157 -0.0035
H -3.0114 -0.4825 -1.2381 -0.0241 -0.0073 -0.0239
H -0.6573 3.1068 -2.3065 -0.0880 -0.0708 0.0034
H -2.6304 -1.3343 -2.7424 -0.0085 0.0608 -0.0400
H -0.1236 -3.1193 -1.0484 -0.0033 -0.0262 -0.0225
H -0.8942 -2.9168 -2.6291 0.0640 -0.0054 -0.0351
H 3.3143 -0.5188 -2.0363 -0.0629 -0.0936 0.0052
H -2.3882 1.1744 -2.8730 0.0535 0.0862 0.0476
H 2.0417 0.4832 -2.7434 -0.0297 -0.0190 0.0086
H 0.6378 -1.0850 -3.2067 0.0135 0.0285 0.0227
H 3.3821 1.8659 -1.2185 0.0180 -0.0418 -0.0433
H -0.9045 0.3194 -3.3104 0.0256 0.0176 0.0235
H 0.5011 1.8865 -2.8478 -0.0167 -0.0305 0.0096
H 0.3616 3.2930 -0.1313 0.0091 0.0283 -0.0123
H 3.2473 0.6562 0.0661 0.0283 0.0111 -0.0110
H 1.6459 3.4504 -1.3385 -0.0398 0.0111 -0.0471
H 1.5862 -2.4516 -2.6096 0.0777 0.0644 0.0494

=====

Record 3
41
Properties=species:S:1:pos:R:3:forces:R:3 method="wB97M-V/def2-TZVPD" orbital_gap_ha="0.1979 / 0.2060" homo_ev="-10.93 / -11.62" total_charge=+1 e_above_lowest_kj_mol=402.7 spin_multiplicity=5
Pd -0.9831 1.1290 0.3881 -0.6485 -0.8043 -0.0681
Cl 0.8676 0.3607 -1.3399 2.6065 0.2079 0.8866
Cl 6.2612 -0.3975 -2.8393 -0.0766 -0.0912 0.0580
Cl 4.3158 -3.8737 0.4779 0.0235 -0.0437 0.0383
O -2.2663 3.8129 3.2525 0.0432 0.0311 -0.0027
O -0.7810 0.5986 3.0336 0.0060 -0.0109 -0.0491
O 1.5736 -3.3644 -0.5381 0.0623 0.1419 -0.0153
O -2.4466 0.5883 -1.7983 -0.1653 -0.2339 -0.3675
O -3.8917 -1.1196 2.6572 -0.0016 -0.0287 -0.0115
O -1.7615 2.7053 1.3935 0.2180 0.1719 0.1689
O -2.7151 -0.0770 1.0922 -0.0553 0.1767 0.3133
C 2.3075 -0.2072 -2.5637 -0.1828 0.1185 -1.6807
C 3.6480 -0.1797 -2.7964 0.3167 0.3093 0.4682
C -0.8442 1.9489 3.5095 0.0131 -0.0093 0.0383
C -2.8425 -0.4327 2.2553 -0.1253 0.1797 0.0136
C -1.4682 -0.1992 -1.4172 -1.7137 0.6584 0.1653
C 2.4092 -2.5963 -0.9338 -0.0619 -0.2043 0.2403
C 0.7996 1.5460 0.0514 -0.9851 0.1891 0.7071
C 4.7197 -0.8828 -2.2315 0.0542 -0.0322 -0.0473
C -1.8802 -1.6156 -1.2368 0.6418 -0.2653 0.2461
C -2.2287 1.7908 -2.5582 0.0633 0.2140 0.0289
C -1.8629 -0.2071 3.3860 0.0216 -0.0092 -0.0409
C 4.8120 -1.9272 -1.2551 -0.1229 -0.0438 0.2581
C -1.7042 2.9099 2.6786 -0.1281 -0.0922 0.0115
C 3.8548 -2.6852 -0.6508 0.1163 0.0440 -0.2215
H 2.1534 -1.7352 -1.5872 -0.0736 -0.1518 -0.0551
H -1.0202 -2.2813 -1.1419 -0.0157 0.0282 0.0476
H -2.4647 -1.9053 -2.1111 0.0372 0.0371 -0.0409
H -2.9176 1.7560 -3.3964 -0.0525 0.0215 0.0262
H -1.2079 1.9743 4.5368 0.0142 -0.0116 0.0042
H 5.8295 -2.1741 -0.9788 0.0029 0.0412 0.0062
H -1.4913 -1.2004 3.6577 -0.0170 0.0063 0.0370
H -2.4209 0.1778 4.2443 -0.0136 0.0079 -0.0094
H -4.5077 -1.2476 1.9179 -0.0066 0.0148 0.0060
H 0.1842 2.3111 3.4970 -0.0041 0.0138 0.0118
H -2.5042 -1.7130 -0.3491 -0.0284 -0.0532 -0.0596
H 0.4929 1.2906 -2.1412 0.0389 -0.1607 -0.6712
H 3.9546 0.4997 -3.5976 -0.1070 -0.0918 -0.0550
H -1.2132 1.8361 -2.9578 -0.0059 -0.0461 0.0156
H -2.4294 2.6535 -1.9269 0.0084 -0.0185 0.0140
H 1.6693 2.1328 0.3178 0.3036 -0.2105 -0.4154

=====

Record 4
40
Properties=species:S:1:pos:R:3:forces:R:3 method="wB97M-V/def2-TZVPD" orbital_gap_ha="0.3457 / 0.2446" homo_ev="-11.65 / -11.71" total_charge=+1 spin_multiplicity=3
Pt 0.6980 0.1279 0.5631 0.2051 -0.2288 -0.0747
Cl -0.3021 0.0826 6.9707 0.0062 -0.0067 -0.0255
Cl 2.3282 1.1353 5.6348 -0.0026 -0.0024 0.0001
Cl 2.5378 1.1385 2.4824 -0.0521 -0.0188 -0.0357
Cl -2.3895 -0.8990 2.1048 -0.0291 -0.0235 -0.0218
Cl -2.6411 -0.9386 5.1991 0.0040 0.0002 -0.0067
O 0.3350 1.9055 -0.8026 -0.0481 0.1570 0.0277
O 0.2418 -2.1236 -1.0070 0.0639 0.0243 0.0113
O -1.4867 -0.0493 -0.8201 0.1033 -0.0076 -0.0533
O 2.1392 -0.0848 -1.2163 -0.1684 0.0912 -0.0744
C -1.0737 -0.3511 3.0767 0.0388 0.0401 0.0416
C 2.2145 -1.3087 -1.9710 0.0276 -0.0707 0.0617
C -1.9670 -1.2030 -1.4944 -0.0072 0.0745 0.0074
C 0.8432 -1.8708 -2.2591 0.0276 0.0421 -0.0440
C -0.1508 0.0914 5.2674 -0.0145 0.0078 0.0263
C -1.0582 2.2704 -0.7628 0.0685 -0.0054 0.0095
C 0.8999 1.7842 -2.1142 0.0483 -0.1344 0.1246
C -1.2025 -0.3662 4.4658 0.0352 0.0258 0.0029
C 1.1052 0.5605 3.3003 0.0112 0.0111 0.0763
C -1.1493 -2.3924 -1.0268 -0.0899 -0.1038 0.0209
C 0.0902 0.1062 2.4673 -0.1103 0.0416 0.1067
C 2.2612 1.1524 -1.9259 0.0138 0.1081 -0.0903
C 1.0262 0.5652 4.6826 -0.0197 -0.0023 -0.0672
C -1.9332 1.1813 -1.3537 -0.0300 0.0300 0.0237
H 0.9373 -2.7909 -2.8470 0.0060 -0.0138 0.0256
H 0.9739 2.7779 -2.5608 0.0609 -0.0063 -0.0256
H -1.8813 -1.0455 -2.5761 -0.0119 -0.0267 0.0113
H -1.3990 -2.6405 0.0030 -0.0276 0.0158 -0.0125
H 2.8972 1.7952 -1.3162 -0.0314 0.0197 0.0047
H 0.2654 1.1516 -2.7380 0.0097 0.0076 -0.0216
H -1.8698 1.1551 -2.4478 0.0050 0.0186 0.0094
H -2.9779 1.3750 -1.0893 0.0074 0.0050 0.0105
H -1.2671 2.4175 0.2951 -0.0569 -0.0237 -0.0136
H -1.1958 3.2171 -1.2891 -0.0272 -0.0197 -0.0141
H 2.7774 -2.0010 -1.3456 -0.0275 -0.0245 -0.0181
H 0.2571 -1.1560 -2.8471 0.0035 0.0034 0.0024
H -3.0236 -1.3725 -1.2652 0.0044 -0.0202 0.0012
H -1.3797 -3.2583 -1.6566 0.0335 0.0161 -0.0117
H 2.7710 -1.1324 -2.8921 -0.0147 0.0048 -0.0002
H 2.7487 0.9935 -2.8887 -0.0151 -0.0053 0.0050